Below is a cluster of 2 separate species, C10H6F2O3 in total in a non-equilibrium geometry, with properties calculated with wB97M-V/def2-TZVPD.

CARTESIAN COORDINATES (ANGSTROEM)
C (2.0919, 0.4928, 3.0258)
C (1.0562, -0.0562, 3.3158)
C (-1.1020, -1.2474, 0.4105)
C (-0.7769, -1.7869, -0.8025)
C (-0.8588, 0.0883, 0.7625)
C (-0.0758, -1.0162, -1.6597)
C (0.2413, 0.2987, -1.3718)
C (-0.0399, 0.8954, -0.1589)
C (1.1131, -0.2154, -3.2931)
C (-1.2005, 0.5465, 2.0168)
O (0.4561, -1.3682, -2.8523)
O (0.9032, 0.8593, -2.4157)
O (-1.2673, 1.8448, 2.2514)
F (0.3851, 2.2022, -0.0397)
F (-1.9086, -0.2755, 2.8313)
H (2.8244, 1.1147, 2.5717)
H (-1.7558, -1.6867, 1.0967)
H (-1.2877, -2.6654, -1.1676)
H (2.1182, -0.3152, -3.4461)
H (0.5864, 0.2304, -4.1947)
H (-1.5027, 2.0598, 3.1198)

Cartesian forces (eV/Å) of the 3 atoms listed first:
0.90 1.07 -0.91
-2.51 -0.44 -0.19
-0.49 1.81 -0.02

Values from the calculation:
- charge = 0
- LUMO level (hartree) = -0.0612
- frontier orbital gap (eV) = 6.32
- E (Eh) = -809.84818